16
Properties=species:S:1:pos:R:3:forces:R:3:mulliken_charge:R:1 method="wB97M-V/def2-TZVPD" energy_ev=-8864.7883 e_lumo_ev=0.50 de_lowest_ev=4.424 homo_energy_ev=-8.01 charge=0
C -1.147901 0.527416 -1.955625 -0.010 0.058 -0.165 -0.5731
O -1.328267 -0.041275 -0.641991 0.046 -0.177 0.061 -0.2689
C -0.565661 0.644808 0.599392 0.041 0.057 0.083 -0.3974
C 0.297304 -0.473959 0.961736 0.072 0.163 0.193 0.2912
C 1.687502 -0.556060 0.339766 0.106 -0.014 -0.070 -1.1897
C 0.240056 -0.806614 2.353515 -0.059 -0.219 0.879 0.0041
N 0.213539 -1.029079 3.495145 -0.011 0.089 -1.060 -0.5333
H -0.832634 -0.254008 -2.647816 -0.077 0.052 0.118 0.2704
H -0.388570 1.314585 -1.912710 -0.092 -0.172 -0.038 0.3008
H -2.099959 0.954377 -2.275269 0.144 -0.071 0.008 0.2388
H -1.364616 0.870970 1.302615 0.171 0.018 -0.068 0.2380
H -0.143071 1.544912 0.140155 -0.011 -0.131 0.036 0.2190
H -0.733322 -0.902913 -0.282872 -0.156 0.212 -0.073 0.4466
H 2.190847 -1.464764 0.684258 -0.084 0.151 -0.073 0.3836
H 1.640320 -0.623213 -0.755709 0.005 0.065 0.164 0.3020
H 2.334433 0.294818 0.595411 -0.084 -0.080 0.005 0.2678

16
Properties=species:S:1:pos:R:3:forces:R:3:mulliken_charge:R:1 method="wB97M-V/def2-TZVPD" energy_ev=-8868.1474 e_lumo_ev=0.90 de_lowest_ev=1.065 homo_energy_ev=-10.59 charge=0 smiles=C[C@H](C#N)CCO
C 1.280171 0.282752 1.672929 0.064 0.007 0.059 -1.5235
C 0.121164 0.394932 0.677118 -0.022 0.028 -0.021 0.8629
C -1.006431 -0.446252 1.113436 -0.757 -0.566 0.286 0.0678
N -1.901012 -1.105088 1.438399 0.869 0.599 -0.308 -0.4894
C 0.558683 0.041980 -0.760934 0.021 -0.011 -0.046 -0.7240
C -0.595938 -0.390602 -1.656770 0.280 -0.223 0.010 -0.7235
O -1.620454 0.588433 -1.629368 -0.222 0.010 -0.024 -0.5541
H 2.105752 0.925949 1.352184 -0.119 -0.087 0.044 0.3642
H 1.643285 -0.749416 1.718706 -0.044 0.163 -0.004 0.3655
H 0.972013 0.583301 2.678433 0.054 -0.030 -0.153 0.3966
H -0.262114 1.421156 0.672123 0.014 -0.143 0.017 0.1828
H 1.043974 0.928262 -1.186178 -0.056 -0.122 0.069 0.3520
H 1.311002 -0.757205 -0.737187 -0.134 0.077 0.014 0.3139
H -0.975244 -1.360996 -1.313338 0.024 0.132 -0.061 0.4152
H -0.234758 -0.521379 -2.685296 -0.060 0.043 0.138 0.3553
H -2.440091 0.164171 -1.354257 0.088 0.122 -0.019 0.3382

16
Properties=species:S:1:pos:R:3:forces:R:3:mulliken_charge:R:1 method="wB97M-V/def2-TZVPD" energy_ev=-8868.4245 e_lumo_ev=0.85 de_lowest_ev=0.788 homo_energy_ev=-9.63 charge=0 smiles="CC1(C)CNC1=O"
C -1.366525 -0.567131 -0.723375 -0.091 -0.095 -0.046 -1.7153
C -0.099488 0.047903 -0.145488 -0.132 0.051 -0.016 1.7590
C 0.350399 1.283613 -0.932333 0.053 0.059 -0.068 -1.5137
C -0.015243 0.198105 1.409102 -0.238 0.174 0.047 -0.7773
N 1.134736 -0.699703 1.369819 0.193 -0.201 0.032 -0.1228
C 1.041404 -0.975268 0.033543 0.099 -0.233 -0.082 0.0641
O 1.615768 -1.748428 -0.692328 -0.108 0.314 0.217 -0.6329
H -1.181298 -0.869572 -1.757559 0.014 0.047 0.048 0.3567
H -2.196330 0.148948 -0.731079 0.159 -0.051 0.066 0.4067
H -1.690812 -1.463508 -0.184249 0.112 0.137 0.037 0.4114
H -0.502565 1.780162 -1.411075 0.147 -0.062 0.146 0.3739
H 1.054389 0.992053 -1.722811 -0.184 0.089 0.135 0.2979
H 0.843248 2.009862 -0.274249 -0.006 -0.160 -0.215 0.3699
H 0.214394 1.205352 1.769642 -0.017 -0.103 -0.066 0.2760
H -0.871815 -0.200391 1.965196 0.092 0.008 -0.154 0.2626
H 1.674231 -1.143099 2.099397 -0.093 0.025 -0.082 0.1839

16
Properties=species:S:1:pos:R:3:forces:R:3:mulliken_charge:R:1 method="wB97M-V/def2-TZVPD" energy_ev=-8863.8250 e_lumo_ev=-0.19 de_lowest_ev=5.388 homo_energy_ev=-8.58 charge=0
C 0.852896 -1.499198 0.057432 -0.004 0.054 -0.055 -1.1557
C 0.443959 -0.647218 1.239658 0.129 -0.263 0.008 0.0466
N 0.877178 0.711551 1.440651 0.148 0.087 -0.136 -0.6523
C -0.571859 0.493435 1.208273 -0.488 0.125 -0.016 0.0620
C -1.294515 0.548531 -0.029559 0.352 0.074 0.116 -0.5431
C -0.623347 1.193890 -1.178939 0.141 -0.048 0.209 -0.2521
O -0.799864 0.462145 -2.370352 -0.303 -0.045 -0.148 -0.4739
H 0.209101 -2.383181 -0.002440 0.086 0.160 0.012 0.3115
H 1.879690 -1.850760 0.209506 -0.135 0.077 -0.012 0.3365
H 0.797858 -0.982303 -0.905088 0.034 -0.022 0.175 0.3045
H 0.385819 -1.215569 2.167517 -0.040 0.108 -0.133 0.3922
H 1.325291 1.053807 0.591994 -0.065 -0.026 0.118 0.3314
H -1.160697 0.546131 2.121407 0.075 -0.037 -0.121 0.4000
H -1.606093 -0.055733 -2.222460 0.065 0.044 -0.140 0.3763
H -1.161551 2.170447 -1.203192 0.096 -0.126 0.117 0.2345
H 0.446133 1.454026 -1.124409 -0.089 -0.162 0.005 0.2816

16
Properties=species:S:1:pos:R:3:forces:R:3:mulliken_charge:R:1 method="wB97M-V/def2-TZVPD" energy_ev=-8864.1176 e_lumo_ev=0.93 de_lowest_ev=5.095 homo_energy_ev=-8.61 charge=0 smiles="[H]/N=C(/C)OC1CC1"
H 1.627703 1.892914 -0.959525 -0.962 1.230 0.119 0.2069
N 2.073965 1.213971 -0.371100 0.471 3.548 -1.480 -0.5704
C 1.319895 0.349744 0.120528 2.049 0.073 -1.184 0.3853
C 2.618776 -0.695378 0.054142 -1.076 -1.444 1.097 -0.8321
O -0.034097 0.637924 0.023311 1.021 -0.739 0.102 -0.3112
C -1.090351 -0.103416 0.563427 0.245 -0.321 0.080 0.0343
C -2.075165 -0.613312 -0.430413 -0.083 -0.259 -0.086 -0.5293
C -2.400452 0.587413 0.425348 0.002 0.104 0.136 -0.5832
H 2.633662 -1.174877 1.005556 0.299 -1.376 0.355 0.2998
H 2.479948 -1.324141 -0.826529 -0.233 -0.399 0.470 0.2781
H 3.594576 -0.172130 -0.103767 -1.426 -0.252 0.386 0.2795
H -0.847679 -0.667192 1.460230 -0.100 0.056 -0.130 0.4045
H -1.839970 -0.409374 -1.472716 -0.063 -0.137 0.231 0.2406
H -2.559795 -1.557247 -0.217549 -0.067 0.056 -0.110 0.2319
H -2.360447 1.554394 -0.070449 -0.073 -0.179 0.180 0.2229
H -3.107496 0.488185 1.240753 -0.003 0.040 -0.166 0.2426

16
Properties=species:S:1:pos:R:3:forces:R:3:mulliken_charge:R:1 method="wB97M-V/def2-TZVPD" energy_ev=-8867.2054 e_lumo_ev=1.06 de_lowest_ev=2.007 homo_energy_ev=-9.61 charge=0 smiles="C[C@H]1N[C@H]1CC=O"
C -1.460393 -0.017688 1.304787 0.075 -0.009 -0.018 -1.3851
C -1.253518 0.006916 -0.191457 -0.139 -0.190 0.087 0.0854
N -0.927235 1.320434 -0.753201 -0.069 0.160 -0.154 -0.6764
C 0.045654 0.238530 -0.863503 0.202 -0.186 -0.102 0.1182
C 1.354312 0.312559 -0.126218 -0.057 0.016 0.050 -0.6782
C 2.060851 -1.020829 -0.178224 -0.116 -0.294 -0.162 0.0335
O 1.613706 -1.995195 -0.737670 0.268 0.377 0.274 -0.4788
H -0.724862 0.616846 1.808858 -0.118 -0.116 -0.069 0.3555
H -2.449113 0.387781 1.550969 0.150 -0.112 -0.070 0.3424
H -1.392659 -1.033845 1.709669 0.008 0.142 -0.088 0.2940
H -1.911886 -0.647930 -0.760898 -0.114 0.232 0.099 0.4371
H -1.390904 1.473857 -1.644581 0.086 -0.004 0.136 0.2541
H 0.149411 -0.228543 -1.841925 -0.074 0.040 0.152 0.3890
H 1.218110 0.584563 0.926535 0.040 -0.018 -0.077 0.2386
H 2.023867 1.079413 -0.537161 -0.043 -0.084 -0.024 0.3158
H 3.044660 -1.076866 0.334023 -0.097 0.046 -0.034 0.3550

16
Properties=species:S:1:pos:R:3:forces:R:3:mulliken_charge:R:1 method="wB97M-V/def2-TZVPD" energy_ev=-8866.3309 e_lumo_ev=0.45 de_lowest_ev=2.882 homo_energy_ev=-10.06 charge=0 smiles="[H]/N=C/C.C=CC=O"
H -1.903425 -1.664204 -1.037688 0.047 -0.089 0.033 0.2494
N -1.155177 -1.833080 -0.363400 0.261 0.093 -0.349 -0.6654
C -0.072925 -1.304350 -0.764257 -0.046 -0.305 0.035 0.0812
C 1.193989 -1.429563 0.028542 0.034 -0.106 0.039 -0.9282
H 0.011179 -0.748515 -1.710738 -0.077 -0.151 0.071 0.4472
H 0.968006 -1.639707 1.076654 0.014 -0.035 -0.170 0.2987
H 1.763570 -2.267583 -0.384511 0.064 0.046 0.072 0.3393
H 1.831203 -0.539738 -0.038957 -0.192 -0.158 -0.051 0.2030
C -0.550984 0.942287 1.594967 -0.154 0.064 0.013 -0.6893
C -0.825151 1.063268 0.303072 -0.068 0.462 0.407 -0.0556
C 0.186689 1.850276 -0.415613 -0.067 0.342 -0.214 0.0737
O -0.136002 2.792451 -1.097125 0.360 -0.289 -0.313 -0.4614
H 0.476956 1.043833 1.934899 -0.164 0.259 0.117 0.2448
H -1.333336 0.831313 2.326328 0.024 -0.561 0.208 0.2567
H -1.798602 0.903670 -0.152298 0.095 0.320 0.225 0.4079
H 1.248659 1.635146 -0.158819 -0.131 0.107 -0.123 0.1978

16
Properties=species:S:1:pos:R:3:forces:R:3:mulliken_charge:R:1 method="wB97M-V/def2-TZVPD" energy_ev=-8865.5133 e_lumo_ev=0.94 de_lowest_ev=3.699 homo_energy_ev=-7.95 charge=0
C -2.114619 0.277316 1.291124 -2.466 1.471 0.281 -0.4733
N -1.161595 -0.355737 1.778670 0.107 0.371 2.292 -0.5332
C -0.083158 -0.694499 1.015512 -1.435 1.379 -1.715 -0.3283
C 0.275621 0.178013 0.024578 1.330 -1.328 0.884 0.6406
C 0.147177 1.675812 0.117004 -0.824 -1.227 -1.353 -1.4155
O 1.206739 -0.216344 -0.913365 -0.194 0.331 -0.669 -0.3726
C 1.268302 -1.609499 -1.240640 1.897 -0.057 -1.106 -0.7564
H -2.881735 0.847291 1.911562 0.969 -1.171 -0.299 0.2420
H -2.330839 0.393674 0.228455 0.496 -0.140 -0.420 0.3855
H 0.232190 -1.677056 1.203152 0.902 -1.030 -0.228 0.5594
H -0.228156 2.098721 -0.790425 0.647 0.318 -1.072 0.3694
H 1.017679 2.094663 0.501175 2.116 0.732 -0.159 0.3515
H -0.556710 2.083419 0.759544 -1.615 -0.203 1.742 0.4765
H 1.150602 -1.867942 -2.362542 0.617 1.153 1.520 0.2401
H 0.437807 -2.088848 -0.821795 -0.986 -0.963 0.933 0.3832
H 2.265024 -2.016191 -0.842209 -1.561 0.364 -0.632 0.2310

16
Properties=species:S:1:pos:R:3:forces:R:3:mulliken_charge:R:1 method="wB97M-V/def2-TZVPD" energy_ev=-8865.1091 e_lumo_ev=1.05 de_lowest_ev=4.103 homo_energy_ev=-9.29 charge=0 smiles=C1C[C@@H]2O[C@H]2CN1
C -0.258538 1.093356 -0.804858 0.082 0.322 1.141 -0.7862
C 1.028938 0.245261 -0.934109 0.829 0.443 -1.780 -0.4840
C 1.194536 -0.261890 0.410807 0.436 1.324 1.433 0.0634
O 1.512558 -1.455894 1.078445 0.680 -0.424 0.888 -0.4767
C 0.147047 -1.167920 0.757765 -0.461 -0.209 -0.233 -0.1043
C -1.044703 -0.330596 1.144341 -0.948 -0.310 -0.048 -0.6033
N -1.357569 0.378442 -0.145171 -0.560 -1.606 -0.692 -0.4102
H -0.655192 1.303044 -1.773348 0.022 0.529 -0.749 0.4185
H -0.082923 2.053974 -0.259658 0.003 -0.694 -0.408 0.3074
H 1.894287 0.791246 -1.288962 0.043 0.541 -0.273 0.3157
H 0.804131 -0.505127 -1.673411 0.136 -0.605 -0.250 0.3092
H 1.312299 0.593648 1.119074 -0.071 -0.559 -0.389 0.2478
H -0.077187 -1.856274 -0.026975 -0.660 -0.333 -0.579 0.3000
H -0.792591 0.421143 1.902851 -0.447 -0.360 0.014 0.3199
H -1.949720 -0.944437 1.347932 0.536 0.663 0.400 0.2968
H -1.675374 -0.357974 -0.854722 0.383 1.277 1.525 0.2860

16
Properties=species:S:1:pos:R:3:forces:R:3:mulliken_charge:R:1 method="wB97M-V/def2-TZVPD" energy_ev=-8866.1524 e_lumo_ev=0.41 de_lowest_ev=3.060 homo_energy_ev=-10.11 charge=0 smiles="C=CC#N.[H][H].CC=O"
C -0.062454 -2.546516 -0.557699 -0.070 0.129 0.154 -0.7221
C -0.401697 -1.711206 0.423029 0.061 -0.161 -0.235 -0.0145
C 0.562132 -1.223263 1.372240 0.653 0.313 0.623 0.2892
N 1.331065 -0.794027 2.125612 -0.765 -0.407 -0.695 -0.4351
H -0.801535 -2.860412 -1.286959 0.081 0.022 0.117 0.2873
H 0.950743 -2.919179 -0.673420 -0.136 0.068 0.062 0.2703
H -1.406035 -1.308338 0.515867 0.143 -0.112 -0.011 0.3293
H -0.366337 0.192346 -2.250620 0.060 -0.058 -0.095 -0.2295
H 0.039953 -0.212666 -2.727095 -0.016 0.042 -0.015 0.2190
C 0.631294 2.134567 0.376691 0.037 -0.022 -0.106 -0.8766
C -0.771568 1.613905 0.492721 -0.099 -0.024 -0.114 0.0918
O -1.425738 1.157484 -0.417996 0.258 0.202 0.376 -0.4488
H 1.255743 1.667195 1.146175 -0.107 0.078 -0.106 0.2932
H 0.632277 3.215123 0.565218 -0.041 -0.133 -0.004 0.3281
H 1.041743 1.935285 -0.615976 -0.085 0.038 0.129 0.2377
H -1.209586 1.659702 1.512212 0.026 0.024 -0.081 0.3808